Entry 1:
{
  "formula": "C5H16NS",
  "method": "ωB97M-V/def2-TZVPD",
  "species": ["C", "C", "C", "S", "H", "H", "H", "H", "H", "H", "H", "H", "C", "C", "N", "H", "H", "H", "H", "H", "H", "H", "H"],
  "coordinates": [[1.991, 0.229, 0.845], [0.695, -0.591, 1.167], [0.684, -1.225, 2.579], [-0.985, -1.971, 2.757], [2.036, 0.307, -0.271], [2.899, -0.182, 1.301], [1.903, 1.272, 1.193], [-0.214, 0.042, 1.050], [0.609, -1.412, 0.424], [0.885, -0.398, 3.356], [1.447, -1.966, 2.797], [-1.014, -1.843, 4.078], [-1.580, 1.804, -1.786], [-1.451, 0.366, -2.237], [-0.087, -0.118, -1.924], [-2.599, 2.174, -1.857], [-1.306, 1.923, -0.711], [-0.873, 2.371, -2.433], [-2.181, -0.289, -1.615], [-1.697, 0.162, -3.300], [0.630, 0.460, -2.364], [0.076, -1.086, -2.159], [0.133, -0.030, -0.893]],
  "mulliken_spin": [0.01, 0.06, -0.09, 0.99, 0.00, 0.00, 0.00, -0.03, 0.00, 0.02, 0.05, -0.01, 0.00, 0.00, 0.00, 0.00, 0.00, 0.00, 0.00, 0.00, 0.00, 0.00, 0.00],
  "de_lowest_kj_mol": 52.4,
  "multiplicity": 2,
  "homo_energy_ev": [-19.62, -19.62],
  "molar_mass_g_mol": 122.257,
  "charge": 2
}

Entry 2:
{
  "formula": "C5H16O2",
  "method": "ωB97M-V/def2-TZVPD",
  "species": ["C", "C", "C", "C", "C", "H", "H", "H", "H", "H", "H", "H", "H", "H", "H", "H", "H", "H", "H", "O", "H", "H", "O"],
  "coordinates": [[2.643, -0.302, -1.035], [1.360, -0.067, -1.801], [0.108, 0.633, -1.197], [-0.506, -0.080, 0.152], [-1.104, -1.405, -0.402], [3.362, -0.995, -1.545], [2.345, -0.824, -0.095], [3.240, 0.624, -0.845], [1.086, -1.048, -2.214], [1.618, 0.568, -2.752], [0.293, 1.726, -1.002], [-0.730, 0.537, -1.986], [0.261, -0.172, 0.959], [-1.353, 0.623, 0.441], [-1.632, -1.909, 0.548], [-1.878, -1.347, -1.182], [-0.331, -2.198, -0.556], [0.980, 1.387, 3.292], [2.551, 1.553, 3.334], [1.756, 1.066, 2.922], [-3.648, -0.199, 1.480], [-3.210, 0.482, 0.165], [-4.002, 0.000, 0.535]],
  "mulliken_spin": [0.31, -0.13, 0.39, 0.93, 0.15, -0.03, -0.04, -0.06, 0.03, -0.06, -0.30, 0.02, -0.62, 0.09, -0.11, 0.04, -0.05, -0.28, -0.36, 1.08, -0.10, -0.06, 0.16],
  "de_lowest_kj_mol": 116.7,
  "multiplicity": 2,
  "homo_energy_ev": [0.93, -7.02],
  "molar_mass_g_mol": 108.181,
  "charge": -1
}

Entry 3:
{
  "formula": "C5H16O2",
  "method": "ωB97M-V/def2-TZVPD",
  "species": ["C", "C", "C", "C", "C", "H", "H", "H", "H", "H", "H", "H", "H", "H", "H", "H", "H", "O", "H", "H", "O", "H", "H"],
  "coordinates": [[-1.143, -1.755, 1.392], [-0.226, -0.560, 1.302], [-0.698, 0.657, 0.489], [0.303, 1.797, 0.611], [0.082, 2.635, 1.884], [-2.145, -1.663, 1.817], [-0.699, -2.605, 1.922], [-1.336, -2.223, 0.437], [0.741, -0.797, 0.855], [-0.117, -0.275, 2.321], [-0.764, 0.372, -0.555], [-1.701, 0.921, 0.793], [1.331, 1.420, 0.561], [0.242, 2.467, -0.226], [0.302, 3.684, 1.699], [-0.955, 2.634, 2.157], [0.706, 2.364, 2.704], [1.958, -0.160, -2.374], [2.886, 0.117, -2.368], [1.609, 0.607, -1.891], [-0.654, -2.299, -2.514], [-0.700, -1.698, -1.764], [-0.210, -1.765, -3.186]],
  "nbo_charge": [-0.62, -0.40, -0.39, -0.40, -0.61, 0.21, 0.21, 0.20, 0.20, 0.20, 0.18, 0.20, 0.19, 0.20, 0.21, 0.20, 0.21, -0.93, 0.47, 0.46, -0.94, 0.46, 0.47],
  "de_lowest_kj_mol": 59.9,
  "homo_energy_ev": -11.14,
  "molar_mass_g_mol": 108.181,
  "smiles": "CCCCC.O.O",
  "charge": 0
}

Please write out number 2 again, unchanged.
{
  "formula": "C5H16O2",
  "method": "ωB97M-V/def2-TZVPD",
  "species": ["C", "C", "C", "C", "C", "H", "H", "H", "H", "H", "H", "H", "H", "H", "H", "H", "H", "H", "H", "O", "H", "H", "O"],
  "coordinates": [[2.643, -0.302, -1.035], [1.360, -0.067, -1.801], [0.108, 0.633, -1.197], [-0.506, -0.080, 0.152], [-1.104, -1.405, -0.402], [3.362, -0.995, -1.545], [2.345, -0.824, -0.095], [3.240, 0.624, -0.845], [1.086, -1.048, -2.214], [1.618, 0.568, -2.752], [0.293, 1.726, -1.002], [-0.730, 0.537, -1.986], [0.261, -0.172, 0.959], [-1.353, 0.623, 0.441], [-1.632, -1.909, 0.548], [-1.878, -1.347, -1.182], [-0.331, -2.198, -0.556], [0.980, 1.387, 3.292], [2.551, 1.553, 3.334], [1.756, 1.066, 2.922], [-3.648, -0.199, 1.480], [-3.210, 0.482, 0.165], [-4.002, 0.000, 0.535]],
  "mulliken_spin": [0.31, -0.13, 0.39, 0.93, 0.15, -0.03, -0.04, -0.06, 0.03, -0.06, -0.30, 0.02, -0.62, 0.09, -0.11, 0.04, -0.05, -0.28, -0.36, 1.08, -0.10, -0.06, 0.16],
  "de_lowest_kj_mol": 116.7,
  "multiplicity": 2,
  "homo_energy_ev": [0.93, -7.02],
  "molar_mass_g_mol": 108.181,
  "charge": -1
}